(1)
{"formula": "C23H22IN4O10STeY", "method": "ωB97M-V with the def2-TZVPD basis set", "elements": ["N", "C", "O", "N", "C", "I", "H", "N", "H", "H", "H", "O", "C", "H", "H", "C", "H", "H", "H", "C", "H", "C", "H", "C", "O", "C", "O", "H", "H", "H", "N", "H", "H", "H", "C", "C", "O", "C", "O", "O", "O", "C", "O", "H", "O", "Te", "H", "C", "S", "C", "C", "H", "C", "C", "C", "Y", "C", "H", "C", "C", "C", "C", "H"], "coordinates": [[2.237, -3.564, -0.393], [-0.138, -0.351, 2.018], [2.362, -0.981, 1.115], [-1.824, -0.231, -2.736], [0.026, -1.353, -2.557], [5.638, -4.146, -0.642], [-5.579, -2.148, -3.015], [0.169, -0.189, -1.832], [-1.918, 2.193, 2.061], [-0.244, -1.297, 1.488], [0.831, -2.059, -2.621], [0.935, 2.432, -1.024], [-2.679, 2.120, -1.263], [4.917, -1.613, -0.217], [-2.290, -0.121, 2.154], [2.675, 1.816, 2.532], [2.479, -4.196, 0.352], [-4.140, 3.589, -0.702], [-1.493, -0.249, 3.721], [-3.524, -1.833, -0.365], [-3.162, -1.279, 0.489], [-2.994, -3.046, -0.726], [1.142, 1.682, 4.007], [4.396, -2.530, 0.032], [4.458, 0.787, -1.090], [-0.770, 3.988, -0.586], [2.878, 1.769, 1.268], [-0.001, 4.702, -0.315], [-2.399, 5.284, -0.127], [-2.788, -0.005, -2.900], [4.260, 0.908, -2.336], [-3.438, 1.377, -1.491], [0.850, -0.639, 3.955], [4.289, -2.635, 1.109], [-0.971, 0.475, -1.951], [-1.208, -1.401, -3.112], [5.176, 0.916, -3.133], [-4.833, -2.238, -2.241], [2.939, -1.756, 3.121], [3.056, 1.022, -2.696], [3.442, 2.273, 3.375], [1.299, 1.302, 2.998], [2.736, -1.611, -1.408], [-1.706, -2.151, -3.697], [0.141, 0.708, 1.072], [-1.463, -4.163, 0.190], [-5.103, -0.445, -1.068], [1.073, -0.255, 2.961], [-3.816, -3.622, -2.127], [-2.109, 4.301, -0.482], [0.203, 1.783, 2.038], [-1.188, 2.151, 3.678], [2.238, -1.062, 2.392], [-4.567, -1.375, -1.219], [-1.333, 1.780, -1.396], [2.102, 0.593, -0.488], [-1.177, 1.693, 2.688], [1.247, -3.510, -0.625], [3.044, -2.534, -0.648], [-0.324, 2.713, -1.013], [-3.087, 3.361, -0.808], [-1.400, 0.161, 2.715], [0.428, 2.711, 1.525]], "mulliken_charge": [-0.103, -0.153, 0.354, 0.144, -0.687, -0.011, 0.411, 0.614, 0.286, 0.107, 0.661, -0.897, -0.471, 0.386, -0.158, -0.156, 0.247, 0.362, 0.455, 0.340, 0.213, -0.216, 0.375, -1.235, -0.600, -0.413, -0.730, 0.456, 0.348, 0.322, 1.289, 0.130, 0.501, 0.439, -0.305, -1.267, -0.701, -0.520, -0.807, -0.619, -0.805, 0.476, -0.821, 0.477, 0.596, -0.352, 0.468, 0.288, -0.238, -0.522, -0.468, 0.420, -0.457, -0.941, 1.080, 1.180, -1.140, 0.012, 0.801, 0.407, -1.039, -0.610, 0.798], "de_lowest_kj_mol": 0.79, "charge": -2, "e_tot_ha": -2863.647978, "e_homo_ev": -1.885}

=====

(2)
{"formula": "C5H12NS2", "method": "ωB97M-V with the def2-TZVPD basis set", "elements": ["H", "H", "H", "H", "H", "H", "H", "C", "H", "H", "S", "C", "C", "H", "C", "S", "H", "N", "H", "C"], "coordinates": [[-1.829, 0.662, 1.667], [0.751, -1.975, 0.709], [3.049, -2.139, -0.498], [1.883, 0.710, 1.057], [0.831, -0.834, -0.877], [-2.762, 1.940, 0.204], [0.505, -0.617, -1.702], [-1.413, 0.333, 0.668], [0.030, 0.972, -0.589], [0.704, -0.104, 2.087], [3.408, 0.187, -0.923], [-2.531, 0.953, -0.224], [0.953, 0.131, 1.054], [-2.263, 1.075, -1.278], [2.777, -1.205, 0.062], [-4.049, -0.019, -0.107], [-1.439, -0.741, 0.503], [-0.132, 0.937, 0.408], [3.359, -1.161, 0.979], [1.297, -1.172, 0.199]], "mulliken_spin": [0.002, 0.000, 0.000, 0.000, 0.000, 0.039, -0.001, 0.032, -0.002, 0.000, 0.001, -0.055, 0.000, 0.005, 0.000, 0.989, -0.012, 0.001, 0.000, 0.000], "s_squared": 0.753, "de_lowest_kj_mol": 521.48, "e_tot_ha": -1048.562789, "spin_multiplicity": 2, "e_homo_ev": [-8.151, -8.149]}

=====

(3)
{"formula": "C47H37AsCaN4S", "method": "ωB97M-V with the def2-TZVPD basis set", "elements": ["H", "C", "C", "H", "H", "H", "C", "C", "H", "C", "C", "C", "H", "H", "C", "C", "H", "H", "C", "H", "H", "S", "C", "H", "H", "C", "C", "C", "H", "H", "C", "C", "C", "H", "H", "C", "C", "As", "C", "H", "C", "H", "C", "C", "C", "H", "C", "C", "C", "H", "C", "Ca", "H", "C", "H", "C", "H", "C", "C", "H", "N", "N", "C", "H", "C", "C", "H", "H", "H", "H", "C", "H", "C", "C", "C", "C", "C", "H", "H", "C", "C", "H", "C", "N", "H", "C", "C", "C", "H", "H", "N"], "coordinates": [[-5.174, -2.165, 5.139], [2.305, 1.419, -1.604], [2.909, -1.212, 0.763], [-1.294, 2.304, -4.364], [0.426, -4.959, 0.924], [2.716, 3.961, -0.774], [-2.825, -0.109, -4.242], [0.548, 2.325, -3.202], [1.066, 3.211, -3.539], [-3.476, -2.940, 2.304], [3.919, -2.962, 3.582], [4.275, 4.627, -2.100], [-1.645, -5.489, -1.411], [-6.288, -4.308, 4.595], [-4.109, -0.783, -1.282], [4.214, 0.307, -0.287], [5.149, -3.663, 5.192], [5.791, -5.526, 1.391], [-0.955, 0.661, -2.833], [2.318, -6.412, -2.716], [-4.260, -0.248, -7.892], [1.943, -3.221, -2.125], [5.266, -4.809, 2.010], [-5.733, -0.659, -5.933], [0.825, -7.286, -2.285], [4.284, -4.000, 1.449], [-4.681, -0.442, -5.788], [5.113, 4.285, -3.155], [0.426, -6.579, 0.163], [5.158, -1.177, 1.017], [3.367, 3.698, -1.601], [4.119, 2.091, -3.213], [5.033, 3.012, -3.711], [-1.455, -3.728, -1.297], [-5.005, -1.570, 0.554], [3.595, -3.072, 2.234], [-1.116, -4.626, -1.812], [0.772, -4.877, -1.560], [-4.105, -4.147, 2.007], [-3.800, -4.697, 1.124], [-4.877, -2.724, 4.260], [-1.313, -3.897, 3.723], [-3.860, -0.219, -6.885], [-2.169, -0.063, -2.892], [-2.718, -0.731, -1.713], [3.401, -2.230, 4.193], [4.277, -0.752, 0.556], [-3.869, -2.235, 3.438], [-0.646, -3.417, 3.020], [5.824, 5.007, -3.542], [-2.005, 0.042, -5.372], [0.292, -1.362, -0.779], [-5.594, -5.582, 2.586], [-2.781, -1.734, 0.267], [1.968, -5.722, 0.466], [-5.500, -3.928, 3.956], [-4.850, -0.622, -3.696], [1.236, -6.361, -2.684], [1.153, -2.604, 1.931], [-0.938, 0.158, -5.239], [0.063, -2.191, 1.234], [0.054, 0.465, -1.946], [0.920, -5.607, 0.199], [-4.945, -0.296, -1.749], [-1.050, -2.657, 1.867], [-4.141, -1.404, -0.075], [1.369, -3.866, 3.777], [-3.378, -1.296, 3.671], [5.683, 2.737, -4.534], [4.331, 5.616, -1.661], [-2.511, 0.007, -6.665], [0.857, -6.178, -3.683], [-2.382, -2.415, 1.424], [-0.641, 1.856, -3.631], [-4.174, -0.402, -4.497], [5.577, -4.697, 3.362], [3.278, 2.423, -2.152], [4.050, 1.099, -3.647], [6.343, -5.328, 3.801], [4.904, -3.767, 4.143], [0.723, -3.399, 3.048], [-1.835, 0.135, -7.503], [2.810, 0.487, -0.645], [2.065, -0.413, 0.025], [-1.308, -4.519, -2.873], [-5.112, -4.641, 2.828], [1.019, 1.413, -2.163], [2.511, -2.242, 1.617], [4.045, -4.068, 0.394], [5.034, 0.909, -0.647], [-1.952, -1.291, -0.748]], "mulliken_charge": [0.387, 1.342, 0.521, 0.676, -0.075, 0.477, 0.652, -1.285, 0.519, -1.250, -0.013, -0.796, 0.400, 0.371, -1.124, -1.146, 0.394, 0.408, -0.013, 0.364, 0.386, -0.405, -0.988, 0.401, 0.415, 0.005, -0.893, -0.341, 0.573, 0.499, 0.037, 0.242, -0.849, 0.025, 0.518, -1.034, -0.795, 0.918, 0.243, 0.488, -0.816, 0.499, -0.400, 0.402, 0.590, 0.508, -1.373, 0.136, -1.267, 0.371, -0.395, 2.086, 0.384, -0.376, 0.289, -0.382, 0.143, -1.181, -0.255, 0.570, -0.028, -0.151, -0.645, 0.543, 0.152, -1.567, 0.519, 0.477, 0.388, 0.390, -0.888, 0.361, 1.716, -1.182, -0.182, -0.389, -0.847, 0.488, 0.379, -0.795, -1.100, 0.375, -0.039, -0.676, 0.412, -0.812, 0.249, 1.541, 0.604, 0.478, 0.443], "de_lowest_kj_mol": 106.98, "e_tot_ha": -5343.916417, "e_homo_ev": -6.410}

=====

(4)
{"formula": "CH3INOP", "method": "ωB97M-V with the def2-TZVPD basis set", "elements": ["H", "P", "H", "O", "H", "C", "N", "I"], "coordinates": [[-1.767, 1.125, 1.368], [-1.367, 1.269, 0.150], [3.374, -0.745, -0.171], [0.710, -1.873, -0.579], [-2.703, 0.945, -0.425], [-0.087, -1.053, -0.320], [-1.072, -0.383, -0.070], [2.911, 0.715, 0.047]], "mulliken_charge": [0.051, -0.061, 0.113, -0.421, 0.087, 0.596, -0.251, -0.115], "de_lowest_kj_mol": 75.06, "e_tot_ha": -808.917566, "smiles": "O=C=NP.I", "e_homo_ev": -9.700}